1.
# C5H16NSi

An isolated ion of composition C5H16NSi and charge +1 in a non-equilibrium geometry (wB97M-V/def2-TZVPD, the OMol25 dataset).

SMILES = CC[N@H+](C)C[SiH2]C
Energy = -14803.8601 eV
Total charge = +1
Energy relative to the best compared isomer or geometry (same formula, charge and spin) = 150.3 kJ/mol
HOMO-LUMO gap = 0.430 hartree

Geometry (Å):
C: -2.5352 -0.9422 0.2348
C: -0.5193 0.7373 -1.4570
C: 2.8422 0.4628 1.0980
C: -1.7615 0.3110 0.6501
C: 0.3394 -0.7978 -0.0036
N: -0.4376 0.3835 0.0104
Si: 2.2005 -0.5325 -0.3302
H: -2.9668 -1.0236 -0.7013
H: -1.9616 -1.8095 0.4767
H: -3.4272 -0.8247 0.8518
H: -1.2613 0.0710 -1.9022
H: -1.0734 1.6363 -1.6364
H: 0.3825 0.7129 -1.9417
H: 2.7688 0.1155 2.1683
H: 3.8140 0.7370 0.7897
H: 2.5530 1.4653 1.1053
H: -1.5305 0.1957 1.7684
H: -2.1971 1.3823 0.4056
H: 0.0052 -1.5363 -0.7105
H: 0.3020 -1.2204 1.0385
H: 0.0925 1.1121 0.4942
H: 2.3650 -0.1555 -1.6681
H: 3.1691 -1.5544 -0.0448

Here are the Mulliken charges for atoms 1 to 8, given in e: C -1.215; C -0.947; C -1.252; C -0.273; C -0.907; N 0.107; Si 0.547; H 0.416

***

2.
# C5H10O2

One molecule with the formula C5H10O2 (wB97M-V/def2-TZVPD, the OMol25 dataset).

SMILES = C[C@@H](O)CCC=O
Energy = -9441.8551 eV
Energy relative to the best compared isomer or geometry (same formula, charge and spin) = 114.6 kJ/mol
HOMO-LUMO gap = 0.402 hartree

Geometry (Å):
C: -2.2314 -0.3388 -0.2235
C: -0.7393 -0.4184 -0.5231
O: -0.3385 0.6023 -1.4238
C: 0.1038 -0.4043 0.7562
C: 1.5993 -0.3459 0.4601
C: 2.0675 1.0133 -0.0072
O: 1.5174 2.0555 0.2707
H: -2.5631 -1.1963 0.3731
H: -2.4639 0.5754 0.3372
H: -2.8001 -0.3211 -1.1576
H: -0.5337 -1.3502 -1.0668
H: -0.3419 1.4405 -0.9380
H: -0.1717 0.4644 1.3684
H: -0.1290 -1.2981 1.3472
H: 1.8940 -1.0991 -0.2812
H: 2.1809 -0.5647 1.3684
H: 3.0013 1.0178 -0.6070

Here are the Mulliken charges for atoms 1 to 8, given in e: C -1.386; C 0.264; O -0.554; C -0.693; C -0.564; C 0.057; O -0.526; H 0.353

***

3.
# C14H22N2OS

One molecule with the formula C14H22N2OS (wB97M-V/def2-TZVPD, the OMol25 dataset).

SMILES = CCCc1cc(C(=O)N2CCCN(C)CC2)cs1
Energy = -30738.0227 eV
Energy relative to the best compared isomer or geometry (same formula, charge and spin) = 107.8 kJ/mol
HOMO-LUMO gap = 0.329 hartree

Geometry (Å):
C: -5.5256 -0.2764 -1.2253
C: -4.6999 -1.4949 -0.8351
H: -3.9691 -1.7055 -1.6181
H: -5.3534 -2.3647 -0.7405
C: -3.9635 -1.2918 0.4972
C: -2.9698 -0.1837 0.4173
C: -1.7583 -0.1881 -0.2003
C: -1.0757 1.0534 -0.1092
C: -1.7941 1.9862 0.5697
S: -3.3034 1.3668 1.1171
H: -1.5327 3.0047 0.7765
C: 0.2335 1.3185 -0.7810
O: 0.2863 1.6032 -1.9636
N: 1.3361 1.2330 -0.0020
C: 1.3082 0.8442 1.3897
H: 0.3289 0.4061 1.5936
C: 2.4001 -0.1694 1.7552
H: 3.3347 0.3451 1.9800
H: 2.0875 -0.6771 2.6689
C: 2.6629 -1.2191 0.6564
N: 3.6187 -0.8494 -0.3635
C: 4.9674 -0.6472 0.1142
H: 5.1256 0.2922 0.6645
H: 5.2378 -1.4758 0.7672
H: 5.6413 -0.6508 -0.7426
C: 3.1551 0.1679 -1.2787
C: 2.6204 1.4610 -0.6325
H: 3.3182 1.8555 0.1076
H: 2.4714 2.2048 -1.4193
H: 3.9772 0.4173 -1.9520
H: 2.3441 -0.2566 -1.8789
H: 3.0390 -2.1322 1.1276
H: 1.7224 -1.4633 0.1549
H: 1.4156 1.7356 2.0240
H: -1.3525 -1.0457 -0.7075
H: -3.4462 -2.2185 0.7608
H: -4.6913 -1.0708 1.2802
H: -6.0708 -0.4679 -2.1463
H: -6.2427 -0.0338 -0.4438
H: -4.8838 0.5871 -1.3826

Here are the Mulliken charges for atoms 1 to 8, given in e: C -1.113; C -0.306; H 0.292; H 0.350; C -0.927; C 0.611; C -0.960; C 0.091

***

4.
# C17H21N5O2S

One molecule with the formula C17H21N5O2S (wB97M-V/def2-TZVPD, the OMol25 dataset).

SMILES = Cc1cccc(C(=O)N[C@H](C)/C=C/C(=O)N[C@H](C)c2nncs2)c1N
Energy = -40350.9614 eV
Energy relative to the best compared isomer or geometry (same formula, charge and spin) = 153.1 kJ/mol
HOMO-LUMO gap = 0.354 hartree

Geometry (Å):
C: -1.5373 6.0246 1.4732
C: -2.3700 4.8547 1.0310
C: -3.6371 5.0509 0.4906
C: -4.4255 3.9865 0.0849
C: -3.9463 2.6945 0.2141
C: -2.6800 2.4759 0.7501
C: -2.1884 1.0696 0.9392
O: -1.6856 0.6814 1.9816
N: -2.3552 0.2640 -0.1430
C: -1.8716 -1.1174 -0.2133
C: -2.5407 -2.0131 0.8281
C: -0.3732 -1.1618 -0.1045
C: 0.4144 -1.7271 -1.0091
C: 1.8891 -1.7404 -0.8216
O: 2.4543 -1.1804 0.1022
N: 2.5788 -2.4330 -1.7755
C: 4.0038 -2.6773 -1.6093
C: 4.6421 -3.0052 -2.9500
C: 4.2207 -3.7908 -0.6108
N: 4.0798 -5.0400 -0.9269
N: 4.2676 -5.8812 0.1278
C: 4.5671 -5.2399 1.2121
S: 4.6013 -3.5366 1.0435
C: -1.8797 3.5509 1.1534
N: -0.5925 3.3640 1.7487
H: -1.2220 5.9037 2.5089
H: -0.6255 6.1056 0.8803
H: -2.0968 6.9540 1.3752
H: -4.0140 6.0628 0.4002
H: -5.4148 4.1638 -0.3162
H: -4.5584 1.8471 -0.0697
H: -2.6148 0.7107 -1.0056
H: -2.1539 -1.4717 -1.2073
H: -2.2368 -3.0475 0.6669
H: -2.2553 -1.7109 1.8328
H: -3.6248 -1.9475 0.7336
H: 0.0737 -0.7104 0.7750
H: 0.0069 -2.1938 -1.9011
H: 2.0675 -3.0837 -2.3512
H: 4.4209 -1.7588 -1.1994
H: 5.7129 -3.1621 -2.8284
H: 4.2167 -3.9216 -3.3589
H: 4.4807 -2.1852 -3.6484
H: 4.7528 -5.7421 2.1489
H: -0.6497 2.6579 2.4725
H: 0.0989 3.0569 1.0754

Here are the Mulliken charges for atoms 1 to 8, given in e: C -1.284; C 1.097; C -0.651; C -0.731; C -0.600; C 0.039; C 0.363; O -0.628

***

5.
# C52H122N6O4

A 10-piece molecular cluster, C52H122N6O4 overall in a non-equilibrium geometry (wB97M-V/def2-TZVPD, the OMol25 dataset).

SMILES = CCN(CC)CC.CCN(CC)CC.CCN(CC)CC.CCN(CC)CC.CCN(CC)CC.CCN(CC)CC.C1CCOC1.C1CCOC1.C1CCOC1.C1CCOC1
Energy = -73023.4303 eV
Energy relative to the best compared isomer or geometry (same formula, charge and spin) = 459.1 kJ/mol
HOMO-LUMO gap = 0.310 hartree

Geometry (Å):
C: 16.0409 -1.6865 6.4760
C: 14.8226 -2.5590 5.9052
N: 13.8972 -1.6508 5.1453
C: 13.2023 -0.4495 5.7841
C: 12.4663 -0.8981 7.0964
C: 14.4496 -1.2562 3.8178
C: 13.5052 -1.1265 2.7365
H: 16.1457 -0.8611 5.7719
H: 16.9762 -2.2421 6.5454
H: 15.7116 -1.1934 7.3906
H: 15.2331 -3.4207 5.3788
H: 14.2547 -3.0130 6.7173
H: 13.8840 0.3916 5.9107
H: 12.3376 -0.2238 5.1601
H: 11.8128 -1.7375 6.8587
H: 13.0740 -1.2801 7.9167
H: 11.8249 -0.1168 7.5041
H: 15.1728 -2.0267 3.5508
H: 14.8620 -0.2575 3.9609
H: 12.9230 -2.0112 2.4785
H: 13.9037 -0.7850 1.7812
H: 12.7377 -0.3916 2.9794
C: 16.9637 0.1755 -6.7386
C: 17.9046 -1.0283 -6.7109
N: 18.9241 -0.9849 -5.6246
C: 19.5234 0.3661 -5.5020
C: 20.4910 0.5582 -4.2646
C: 19.9132 -2.0202 -5.6493
C: 19.4445 -3.4788 -5.8662
H: 17.4009 1.1157 -7.0750
H: 16.4828 0.3401 -5.7744
H: 16.2182 -0.0552 -7.4995
H: 17.2477 -1.8867 -6.5706
H: 18.5054 -1.0441 -7.6202
H: 20.1840 0.3690 -6.3690
H: 19.0250 1.3212 -5.6677
H: 21.1103 1.4502 -4.3589
H: 19.9899 0.5187 -3.2974
H: 21.2368 -0.2364 -4.2457
H: 20.6292 -2.0621 -4.8285
H: 20.3650 -1.7771 -6.6110
H: 18.6553 -3.6693 -5.1389
H: 20.3540 -4.0719 -5.7706
H: 19.0279 -3.5561 -6.8705
C: 24.1395 -1.6101 2.2787
C: 22.8950 -0.6673 2.6163
N: 21.9248 -1.0612 3.6472
C: 20.8079 -1.9368 3.2909
C: 19.6908 -1.0696 2.5660
C: 22.5236 -1.4600 4.9025
C: 21.9632 -0.7729 6.1515
H: 24.7427 -2.0065 3.0954
H: 24.8544 -1.1384 1.6045
H: 23.6487 -2.4350 1.7622
H: 23.2511 0.3115 2.9376
H: 22.2516 -0.4366 1.7672
H: 21.2205 -2.6039 2.5340
H: 20.3349 -2.4799 4.1090
H: 19.9023 -0.6188 1.5963
H: 18.7668 -1.6327 2.4350
H: 19.2674 -0.3034 3.2154
H: 23.5310 -1.0443 4.8841
H: 22.5574 -2.5383 5.0577
H: 20.8952 -0.7768 6.3693
H: 22.2065 0.2830 6.0338
H: 22.6367 -1.1346 6.9284
C: 10.6697 1.7143 -8.2559
C: 11.1896 3.1189 -8.1281
N: 12.4090 3.1656 -7.2853
C: 12.7999 4.5855 -7.0101
C: 13.3247 5.3084 -8.2924
C: 12.0731 2.4852 -5.9902
C: 13.3070 2.2001 -5.1124
H: 11.4551 0.9760 -8.4176
H: 10.1563 1.5623 -9.2053
H: 10.1356 1.2242 -7.4419
H: 11.4371 3.2618 -9.1800
H: 10.4786 3.9234 -7.9402
H: 13.6311 4.6827 -6.3118
H: 11.9396 5.1677 -6.6797
H: 12.5071 5.6504 -8.9270
H: 13.8280 4.6644 -9.0134
H: 13.8723 6.1481 -7.8643
H: 11.4172 3.1611 -5.4416
H: 11.5794 1.5143 -5.9494
H: 13.9632 3.0638 -5.0044
H: 13.0410 1.8144 -4.1282
H: 13.9042 1.4223 -5.5880
C: 15.0190 -0.6245 -2.7899
C: 15.0290 -0.9389 -1.2738
N: 16.3386 -1.1294 -0.6459
C: 17.0459 -2.3573 -1.1721
C: 18.0780 -2.9334 -0.3184
C: 17.2113 0.1238 -0.6932
C: 16.6104 1.3016 0.0589
H: 15.7821 -1.2000 -3.3138
H: 15.0763 0.4568 -2.9151
H: 14.0471 -0.8451 -3.2313
H: 14.4197 -0.2948 -0.6397
H: 14.5723 -1.9279 -1.3121
H: 16.3094 -3.1091 -1.4561
H: 17.5574 -1.9945 -2.0636
H: 18.8402 -2.2006 -0.0534
H: 17.6139 -3.1985 0.6315
H: 18.4214 -3.8569 -0.7846
H: 17.5189 0.4604 -1.6833
H: 18.2010 -0.0800 -0.2847
H: 17.4036 2.0452 0.1364
H: 16.1209 1.0217 0.9917
H: 15.9427 1.8642 -0.5936
C: 10.9155 2.3782 2.3657
C: 11.4164 3.6523 1.6921
N: 12.8271 3.8904 2.0951
C: 13.4587 4.9039 1.2730
C: 14.9646 4.5723 0.9702
C: 13.2356 4.0378 3.5031
C: 13.9724 2.7917 3.9682
H: 11.4316 1.5019 1.9734
H: 9.8453 2.3147 2.1691
H: 11.0668 2.4589 3.4421
H: 11.3229 3.4366 0.6278
H: 10.7783 4.4530 2.0660
H: 12.9802 4.8425 0.2956
H: 13.2268 5.8566 1.7492
H: 15.1764 5.0611 0.0193
H: 15.7324 4.6917 1.7347
H: 14.9493 3.5008 0.7710
H: 12.3855 4.1593 4.1744
H: 13.9295 4.8739 3.5897
H: 14.6671 2.3820 3.2349
H: 13.3186 1.9624 4.2383
H: 14.5142 3.2134 4.8148
C: 18.0416 5.0397 -4.4954
C: 17.0920 3.9445 -4.4437
C: 16.9769 3.7156 -2.9514
O: 18.2776 3.9381 -2.4746
C: 18.9590 4.8619 -3.2955
H: 17.4486 5.9462 -4.3739
H: 18.5204 5.1251 -5.4709
H: 17.4963 3.1467 -5.0667
H: 16.1582 4.2530 -4.9137
H: 16.6500 2.7195 -2.6532
H: 16.3962 4.5294 -2.5172
H: 19.8470 4.2643 -3.5016
H: 19.1668 5.7231 -2.6606
C: 12.8702 -5.6587 -2.6985
C: 13.1942 -5.3388 -4.1550
C: 14.2666 -4.2536 -4.2373
O: 14.4134 -3.9568 -2.8360
C: 14.1018 -5.1328 -2.0108
H: 12.7771 -6.7337 -2.5445
H: 11.9550 -5.1419 -2.4095
H: 12.2654 -4.9698 -4.5901
H: 13.5170 -6.2802 -4.5995
H: 13.7301 -3.3982 -4.6477
H: 15.1629 -4.5908 -4.7579
H: 13.8251 -4.6880 -1.0550
H: 14.9510 -5.7836 -1.8031
C: 19.4855 4.3079 2.8649
C: 19.8094 4.5100 1.3824
C: 19.1265 5.7206 0.8916
O: 19.0666 6.5348 2.0371
C: 19.0628 5.7211 3.2165
H: 20.4023 4.0061 3.3714
H: 18.7003 3.5901 3.1022
H: 19.6257 3.5919 0.8243
H: 20.8637 4.7622 1.2689
H: 18.1501 5.6623 0.4106
H: 19.7212 6.3164 0.1992
H: 18.0411 5.7323 3.5961
H: 19.7381 6.2021 3.9241
C: 18.6968 -8.4697 -2.9922
C: 18.4744 -7.0989 -2.2548
C: 18.6557 -6.1041 -3.4791
O: 18.2532 -6.8191 -4.7062
C: 17.9084 -8.1952 -4.3596
H: 18.4157 -9.3979 -2.4948
H: 19.7598 -8.5272 -3.2264
H: 19.1077 -6.7429 -1.4423
H: 17.4743 -7.0241 -1.8278
H: 19.6871 -5.7632 -3.5687
H: 18.0663 -5.2048 -3.3007
H: 18.2280 -8.7442 -5.2454
H: 16.8361 -8.1756 -4.1653

Here are the Mulliken charges for atoms 1 to 8, given in e: C -0.806; C -0.671; N -0.007; C 0.015; C -1.571; C 0.078; C -0.706; H 0.206

***

6.
# C21H84O21

A 21-piece molecular cluster, C21H84O21 overall in a non-equilibrium geometry (wB97M-V/def2-TZVPD, the OMol25 dataset).

Energy = -66127.7186 eV
Energy relative to the best compared isomer or geometry (same formula, charge and spin) = 162.0 kJ/mol
HOMO-LUMO gap = 0.371 hartree

Geometry (Å):
C: 1.3597 4.9575 0.1132
O: 0.2833 5.3981 0.9963
H: 1.0394 4.1547 -0.5402
H: 1.6875 5.8025 -0.5188
H: 2.3204 4.8073 0.6442
H: 0.2237 4.7425 1.6983
C: 3.9444 2.2371 -2.7371
O: 3.3553 2.8956 -1.6972
H: 3.2081 1.6233 -3.2292
H: 4.4306 2.8983 -3.4547
H: 4.8064 1.5377 -2.4315
H: 3.8139 2.6987 -0.8751
C: 1.7739 3.6396 3.2398
O: 0.6193 3.0124 2.7103
H: 2.2086 3.1375 4.0899
H: 2.5310 3.7903 2.4146
H: 1.4797 4.5576 3.7493
H: 0.7372 2.1008 2.3427
C: -4.8895 3.9150 -1.5881
O: -4.4006 2.6268 -1.3388
H: -4.0882 4.5376 -1.9589
H: -5.6096 3.7759 -2.3836
H: -5.3453 4.3954 -0.7524
H: -3.8459 2.5320 -0.5215
C: 3.2202 -0.0160 -0.1861
O: 4.4256 -0.6683 0.0566
H: 2.3948 -0.7261 -0.3691
H: 2.9112 0.6653 0.6302
H: 3.2686 0.4573 -1.1523
H: 4.2756 -1.4838 0.5873
C: -0.2680 -0.3798 0.8304
O: 0.2598 0.8995 1.0869
H: -1.0490 -0.6984 1.4956
H: -0.6454 -0.3902 -0.2159
H: 0.5870 -1.0773 0.9411
H: 0.3984 1.4347 0.2946
C: 3.5080 -3.7685 2.3711
O: 3.1403 -2.7883 1.3928
H: 4.1035 -4.6065 1.9216
H: 4.2397 -3.3244 3.0206
H: 2.5496 -3.9888 2.8934
H: 2.6656 -2.1104 1.9357
C: -1.5722 -4.9731 -1.9838
O: -1.2745 -3.7272 -1.3604
H: -1.4596 -4.8961 -3.1111
H: -0.9034 -5.7446 -1.7380
H: -2.5448 -5.2607 -1.7183
H: -0.3272 -3.6272 -1.2924
C: -0.6981 2.2113 -2.0557
O: 0.5328 1.9990 -1.3286
H: -0.8141 3.2694 -2.3329
H: -0.7593 1.5417 -2.9473
H: -1.5153 1.8596 -1.3974
H: 1.3914 2.2794 -1.7572
C: 1.8921 -3.5345 -2.5378
O: 1.5663 -3.7485 -1.1477
H: 2.5646 -2.6327 -2.6535
H: 2.4330 -4.4374 -2.8846
H: 0.9990 -3.4842 -3.1119
H: 2.1039 -3.3018 -0.4692
C: -2.5982 -4.0880 2.2593
O: -2.9919 -3.5723 0.9619
H: -2.4784 -3.2312 2.9257
H: -3.4205 -4.6333 2.5935
H: -1.7137 -4.7464 2.2047
H: -2.2266 -3.5796 0.3251
C: 0.1281 3.7002 -5.8947
O: 0.2960 4.3759 -4.7133
H: 1.0073 3.1503 -6.1707
H: -0.6630 2.9595 -5.6661
H: -0.2438 4.3138 -6.6763
H: -0.4374 4.2883 -4.0822
C: -2.6293 1.9134 2.6669
O: -1.5057 1.5830 3.5437
H: -2.8903 2.9931 2.7438
H: -2.5177 1.5988 1.6276
H: -3.4963 1.3928 2.9965
H: -0.8510 2.3218 3.5833
C: -3.6787 -1.4926 -2.4779
O: -2.2872 -1.3543 -3.0381
H: -3.5838 -1.1212 -1.4659
H: -4.3144 -0.9321 -3.1295
H: -3.9265 -2.5574 -2.5074
H: -1.7650 -2.0423 -2.6643
C: 2.0895 -6.2941 5.8381
O: 1.8125 -7.2390 6.8847
H: 2.0134 -6.9811 4.9854
H: 1.2985 -5.5931 5.6948
H: 3.1005 -5.8647 5.9424
H: 1.6231 -6.8571 7.7472
C: -4.2847 1.4496 -4.9216
O: -4.1978 0.0936 -5.3249
H: -5.3744 1.6845 -4.7613
H: -3.7423 1.7100 -3.9814
H: -3.9624 2.0881 -5.7456
H: -3.2310 -0.0509 -5.4747
C: 3.2508 -0.4499 3.9838
O: 2.3084 -0.9646 3.0800
H: 3.3349 0.6662 3.9730
H: 2.9790 -0.7864 4.9745
H: 4.1619 -1.0074 3.7962
H: 1.4332 -0.7565 3.3895
C: 5.3278 2.5814 1.5196
O: 5.1790 2.1731 0.1599
H: 4.7783 1.8982 2.1574
H: 6.4043 2.5656 1.9690
H: 4.9727 3.6669 1.5416
H: 5.1581 1.2217 0.1067
C: -6.2180 0.1193 0.5667
O: -4.9188 0.4759 1.0471
H: -6.2741 -0.9516 0.6962
H: -6.9608 0.6555 1.0803
H: -6.2773 0.3033 -0.4765
H: -4.3049 -0.2579 0.8375
C: -0.2112 -0.9602 -5.7848
O: -1.2775 -0.1176 -5.4067
H: 0.5680 -1.1003 -5.0038
H: -0.5810 -1.9424 -6.1525
H: 0.2928 -0.5255 -6.6291
H: -1.5371 -0.3807 -4.4908
C: -0.5625 -0.5662 5.7946
O: -0.0369 -0.5933 4.4688
H: 0.1150 0.0699 6.4375
H: -1.5249 -0.0469 5.6389
H: -0.6915 -1.5713 6.1885
H: -0.4879 0.1985 4.0300

Here are the Mulliken charges for atoms 1 to 8, given in e: C -0.197; O -0.644; H 0.037; H 0.400; H 0.043; H 0.315; C -0.604; O -0.437

***

7.
# C5H10N2

One molecule with the formula C5H10N2 in a non-equilibrium geometry (wB97M-V/def2-TZVPD, the OMol25 dataset).

SMILES = [H]/N=C(\C)CC(=C)N
Energy = -8326.0690 eV
Energy relative to the best compared isomer or geometry (same formula, charge and spin) = 122.0 kJ/mol
HOMO-LUMO gap = 0.355 hartree

Geometry (Å):
C: 0.7302 -0.2601 -0.0898
C: -0.9470 -2.0816 0.9039
C: -0.5203 -0.6347 0.9292
C: 0.5264 1.0291 -0.7785
N: 1.6696 1.0843 -1.7790
C: -0.4473 1.9297 -0.7359
N: -0.9984 0.1923 1.7911
H: -1.7621 -0.2202 2.3400
H: 1.5983 1.9263 -2.3467
H: 2.5715 1.0502 -1.3081
H: 0.7795 -1.0908 -0.7996
H: 1.6150 -0.2423 0.5514
H: -1.7852 -2.2655 1.5829
H: -1.2420 -2.3627 -0.1100
H: -0.1043 -2.7072 1.2125
H: -1.2653 1.8206 -0.0278
H: -0.4187 2.8326 -1.3355

Here are the Mulliken charges for atoms 1 to 8, given in e: C -0.478; C -1.288; C 0.633; C 0.498; N -0.555; C -0.999; N -0.717; H 0.224